A 2-piece molecular cluster, C6H8BrNO2S overall in a non-equilibrium geometry. Source: OMol25; level of theory: ωB97M-V/def2-TZVPD.

SMILES string   NS(=O)(=O)c1ccccc1.Br
LUMO energy   0.43 eV
Charge   0
Energy relative to the best compared isomer or geometry (same formula, charge and spin)   45.96 kcal per mole
Gap between HOMO and LUMO   10.359 eV
Energy   -92813.3484 eV

Atoms and positions in Å:
N 2.533 -1.263 0.382
S 1.655 -0.384 -0.684
O 1.241 -1.274 -1.698
O 2.560 0.662 -1.086
C 0.218 0.292 0.144
C -0.812 -0.631 0.121
C -1.985 -0.346 0.718
C -2.094 0.931 1.280
C -1.115 1.927 1.187
C 0.081 1.584 0.578
H 2.295 -2.262 0.668
H 3.364 -0.750 0.690
H -0.501 -1.643 -0.268
H -2.740 -1.043 0.854
H -3.090 1.413 1.520
H -1.167 2.929 1.745
H 0.886 2.271 0.589
Br -1.335 -1.147 -3.611
H 0.005 -1.265 -3.129

Atoms 1-6, force components in eV/Å:
-0.484 -1.009 0.683
2.462 1.626 0.572
-1.094 -1.478 -0.984
-0.564 0.273 0.658
0.538 -0.900 -1.569
1.938 -2.166 -0.208

Results of the Mulliken charge analysis, in e, for atoms 1 through 4:
1 N -0.447
2 S 1.191
3 O -0.659
4 O -0.724